{"formula": "C10H15NO2", "method": "the ωB97M-V functional and the def2-TZVPD basis", "lumo_ev": 0.6, "gap_ha": 0.3549, "e_above_lowest_kj_mol": 32.5, "e_tot_ev": -16198.75529, "homo_ev": -9.050, "elements": ["C", "C", "C", "O", "N", "H", "H", "H", "H", "H", "H", "H", "C", "C", "C", "C", "C", "C", "C", "O", "H", "H", "H", "H", "H", "H", "H", "H"], "xyz": [[-0.039387, -0.609062, 2.584924], [0.496195, -0.160961, 3.947182], [-0.174166, -2.110517, 2.506122], [0.703977, -2.862170, 2.909287], [-1.278168, -2.592041, 1.880293], [-0.981988, -0.135975, 2.381598], [0.655037, -0.344071, 1.790081], [0.338346, -0.864076, 4.758043], [-0.056162, 0.731621, 4.247518], [-1.364521, -3.570856, 1.677365], [-1.990134, -1.979153, 1.528402], [1.511931, 0.223808, 3.868047], [1.962210, 2.411771, -2.832593], [-0.692441, 0.718632, -0.704121], [-1.163391, -0.232022, -1.586993], [0.350732, 1.547904, -1.075143], [0.894227, 1.461359, -2.358814], [-0.594967, -0.406168, -2.827953], [0.422411, 0.472437, -3.209252], [-2.156991, -1.097587, -1.131769], [-1.217662, 0.752801, 0.239686], [0.695550, 2.316509, -0.398656], [-0.886594, -1.219628, -3.486858], [-2.986902, -0.899245, -1.592375], [2.637298, 1.973933, -3.565544], [2.633141, 2.762711, -2.040832], [0.802274, 0.428792, -4.224876], [1.480141, 3.281247, -3.282770]], "forces_ev_per_a": [[0.275, -0.566, 0.536], [-0.344, 1.285, -0.110], [0.681, -0.900, -0.269], [-0.382, 0.414, 0.022], [-0.354, 0.358, 0.033], [-0.492, 0.222, -0.200], [-0.001, 0.109, -0.096], [0.404, -0.320, -0.170], [-0.167, 0.062, 0.022], [0.175, -0.093, 0.107], [0.048, 0.053, -0.149], [0.204, -0.638, 0.252], [0.218, 0.235, 0.158], [-0.208, -0.046, -0.089], [-0.199, -0.685, 0.197], [-0.178, 0.173, -0.227], [0.347, -0.177, 0.228], [0.566, 0.306, -0.387], [-0.448, -0.083, -0.232], [-0.409, 0.177, -0.122], [0.274, 0.294, 0.178], [0.111, 0.020, 0.106], [-0.164, 0.184, 0.137], [0.351, -0.133, 0.092], [-0.243, -0.175, -0.208], [-0.393, -0.015, 0.124], [0.159, -0.167, 0.113], [0.169, 0.104, -0.047]]}


{"formula": "C5H5NO", "method": "the ωB97M-V functional and the def2-TZVPD basis", "lumo_ev": 0.9, "gap_ha": 0.4087, "e_above_lowest_kj_mol": 377.9, "e_tot_ev": -8799.50244, "homo_ev": -10.271, "elements": ["N", "C", "C", "C", "C", "C", "O", "H", "H", "H", "H", "H"], "xyz": [[1.474838, -0.416056, 1.275840], [2.426235, -0.327600, 1.963512], [0.373886, -0.140109, 0.469977], [-0.522594, -1.061287, -0.368797], [-1.109556, 0.366930, -0.323282], [0.287112, 0.956316, -0.599772], [-0.809874, 0.407456, 1.122031], [-0.125689, -1.429426, -1.318263], [-1.074526, -1.807733, 0.203937], [-2.085843, 0.732490, -0.633083], [0.756004, 0.761279, -1.567469], [0.456027, 1.965174, -0.219951]], "forces_ev_per_a": [[0.850, 0.244, 0.648], [-0.777, -0.294, -0.567], [0.294, -0.018, 0.039], [0.007, -0.195, -0.045], [-0.425, 0.129, -0.281], [0.093, 0.147, -0.115], [-0.042, 0.051, 0.163], [-0.056, 0.084, 0.145], [0.075, 0.113, -0.083], [0.146, -0.106, 0.011], [-0.101, -0.010, 0.147], [-0.064, -0.145, -0.062]]}


{"formula": "C3H6N2O2P", "method": "the ωB97M-V functional and the def2-TZVPD basis", "lumo_ev": [3.5, 3.5], "gap_ha": [0.3051, 0.3050], "total_charge": -1, "e_above_lowest_kj_mol": 201.2, "e_tot_ev": -19573.08299, "homo_ev": [-4.790, -4.789], "elements": ["C", "C", "C", "N", "N", "O", "O", "P", "H", "H", "H", "H", "H", "H"], "xyz": [[-1.791523, -2.272315, -1.282088], [-1.783236, -1.437175, -0.218503], [0.216559, -0.267425, -0.625706], [-1.746063, -3.201901, -1.991990], [1.649995, 1.346065, 0.584548], [-1.082894, 1.710385, 0.952383], [0.267664, -0.355179, 1.907477], [-0.017165, 0.680007, 0.882441], [-1.453275, -1.986396, 0.695142], [-2.263063, -0.500923, -0.379306], [-0.005964, 0.121571, -1.624215], [0.882790, -1.011243, -0.421335], [1.761395, 2.293316, 0.922580], [2.200633, 0.820652, 1.262359]], "forces_ev_per_a": [[0.095, -3.783, -2.553], [3.537, 1.945, 1.021], [-5.300, 0.732, -0.309], [-0.170, 1.269, 0.196], [-0.769, 0.250, 0.887], [0.140, -0.139, -0.422], [-0.581, -0.358, 1.036], [2.614, 0.372, -0.134], [-0.756, 1.345, -0.383], [-0.707, 0.437, 0.981], [0.374, -0.332, 0.296], [1.791, -1.974, -0.102], [-0.254, 0.456, -0.273], [-0.014, -0.220, -0.243]]}